# 1
The following is a DFT calculation (ωB97M-V/def2-TZVPD) of a molecular structure, C11H17BN6Pt at a distorted geometry.

XYZ file:
```
36
Properties=species:S:1:pos:R:3:forces:R:3:lowdin_spin:R:1
C -0.279300 2.984000 -0.567300 0.4 -0.1 -0.9 0.01
N -0.087900 1.720000 -0.999600 0.4 1.7 -1.8 0.00
N 0.075100 1.749300 -2.350800 -0.3 0.4 -0.1 0.01
C -0.013600 3.036200 -2.769200 -0.1 -0.1 0.3 0.00
C -0.238800 3.858700 -1.664500 0.0 -0.3 0.0 0.01
B 0.230200 0.474200 -3.260500 1.5 1.2 0.0 0.00
N 1.390500 -0.388100 -2.703900 -0.4 0.1 -0.3 0.01
N 1.485200 -0.704800 -1.389700 0.2 -0.3 1.0 0.00
C 2.580100 -1.473200 -1.238200 0.0 0.1 -0.1 0.00
C 3.206800 -1.667100 -2.483900 -0.4 0.3 0.1 0.00
C 2.417300 -0.955700 -3.386800 -0.1 -0.1 0.7 0.00
Pt 0.000000 0.000000 0.000000 1.3 15.7 -6.6 0.06
N -1.078400 -0.331900 -3.328800 -1.3 0.0 -3.9 0.13
N -1.694800 -0.834900 -2.225600 -3.0 -1.5 -0.4 0.19
C -2.829000 -1.395200 -2.665900 0.9 0.2 2.3 0.05
C -2.962700 -1.263300 -4.069600 -1.4 -0.9 0.1 0.42
C -1.816600 -0.575600 -4.453000 3.6 1.8 1.2 0.17
H -3.504600 -1.879400 -1.957000 0.2 0.2 -0.4 0.00
H -1.467100 -0.246300 -5.431800 -0.2 -0.1 0.3 0.00
H -3.767000 -1.624500 -4.710500 0.3 0.1 0.2 0.01
H 0.519500 0.874000 -4.368300 -0.3 -0.3 0.3 0.00
H 2.508500 -0.808700 -4.462300 0.0 0.0 0.4 0.00
H 0.085800 3.268300 -3.828400 0.0 0.0 0.4 0.00
H 4.112000 -2.234200 -2.695400 -0.4 0.3 0.1 0.00
H -0.355000 4.941000 -1.654300 0.1 -0.5 0.0 0.00
H 2.864800 -1.831100 -0.248400 0.0 0.1 -0.4 0.00
H -0.426100 3.175500 0.494100 0.2 0.1 -0.4 0.01
H -0.821900 -1.547800 -0.292300 -1.2 -2.6 0.0 0.00
C -0.227100 -1.586600 0.639500 -2.0 -12.2 4.3 0.01
H 0.568200 -2.338100 0.529000 -0.4 -0.1 0.4 0.00
H 0.404800 -0.608000 1.268500 1.6 -1.0 2.7 0.00
H -0.878900 -1.786800 1.499900 0.2 -0.6 -0.2 0.00
C -1.722900 1.074200 0.806900 0.7 -0.5 -0.4 0.78
H -2.190100 1.891100 0.227900 0.4 -0.8 -0.1 0.03
H -1.796700 0.382000 1.668000 0.2 -0.7 0.1 0.05
H -2.514400 1.243400 1.564900 -0.8 0.5 1.1 0.05
```
Forces are in eV/Å.

## Properties
E_tot ... -901.13914 Eh
LUMO energy (spin up / spin down) ... -7.222 / -11.067 eV
Spin multiplicity ... 3
F_max ... 17.097 eV/Å
<S²> ... 2.01
Total charge ... +2
Relative energy (zero: lowest compared OMol25 entry of this formula, charge and spin) ... 467.82 kJ/mol

# 2
The following is a DFT calculation (ωB97M-V/def2-TZVPD) of 2 unconnected molecules or ions with the total composition C11H17BrNO2S at a distorted geometry.

XYZ file:
```
33
Properties=species:S:1:pos:R:3:forces:R:3:mulliken_charge:R:1
C 2.857401 -1.798525 -0.034490 -0.8 0.3 0.4 -1.44
C 1.682475 -0.890186 -0.347274 0.9 -1.2 0.1 0.76
C 1.729902 0.453262 -0.059118 1.2 0.7 0.4 -0.62
C 0.697521 1.298529 -0.335687 -0.7 0.7 -0.1 -0.79
C -0.443139 0.765813 -0.894637 -0.6 0.4 -0.1 -0.64
C -0.515912 -0.577877 -1.152216 -1.5 -0.7 -0.3 0.81
C -1.799367 -1.132366 -1.730710 1.2 0.1 -1.1 -1.44
N -2.573185 -2.063672 -0.804697 0.4 0.7 0.5 0.04
S -1.986316 -3.745064 -0.877322 -0.2 -0.6 -0.2 -0.05
C -2.629072 -1.608900 0.616357 -1.0 -0.2 1.0 -0.79
C -3.413661 -0.292372 0.783378 0.4 1.4 0.0 0.18
O -2.937338 0.797063 0.872697 -0.6 -1.5 -0.1 -0.36
Br -5.351081 -0.571906 0.865863 0.6 0.0 -0.2 -0.10
C 0.542902 -1.425549 -0.900808 0.2 0.0 0.1 -0.36
H 3.025801 -1.735761 1.044238 0.3 0.0 -0.1 0.34
H 2.573891 -2.829113 -0.249997 0.3 0.0 -0.1 0.34
H 3.756985 -1.508785 -0.574142 0.0 -0.1 0.0 0.36
H 2.630276 0.874428 0.377107 0.0 -0.1 0.0 0.50
H 0.727898 2.356935 -0.109938 0.3 0.0 0.1 0.43
H -1.312814 1.370133 -1.123346 0.2 0.2 0.1 0.40
H -1.527081 -1.734801 -2.601874 -0.3 -0.2 0.1 0.53
H -2.443857 -0.342753 -2.122400 -0.3 -0.1 0.5 0.48
H -3.544560 -2.068577 -1.135800 0.0 -0.3 0.0 0.44
H -1.315525 -3.788886 0.295001 -0.2 0.4 -0.1 0.24
H -1.655454 -1.575753 1.103457 0.2 0.4 -0.6 0.50
H -3.204549 -2.366005 1.155614 0.0 0.0 -0.2 0.65
H 0.500927 -2.479865 -1.135813 0.0 0.0 -0.1 0.58
C 3.007321 4.501800 1.416974 -0.2 0.0 0.2 -0.59
O 1.653862 4.085719 1.228259 0.1 -0.1 -0.1 -0.46
H 3.538166 4.363500 0.478572 -0.1 0.0 0.0 0.24
H 3.045350 5.556011 1.697098 0.1 0.0 0.0 0.29
H 3.486583 3.899644 2.192484 0.1 0.1 0.0 0.26
H 1.195651 4.213877 2.063174 -0.1 0.0 0.0 0.28
```
Forces are in eV/Å.

## Properties
E_tot ... -3606.48421 Eh
LUMO energy ... -4.292 eV
F_max ... 1.655 eV/Å
Total charge ... +1
Relative energy (zero: lowest compared OMol25 entry of this formula, charge and spin) ... 0.00 kJ/mol

# 3
The following is a DFT calculation (ωB97M-V/def2-TZVPD) of a molecular structure, C11H17Cl5NO6P2SiW at a distorted geometry.

XYZ file:
```
44
Properties=species:S:1:pos:R:3:forces:R:3:lowdin_spin:R:1
W -0.120495 1.092577 0.511105 0.2 -0.9 0.1 1.74
N 3.163573 -1.136347 2.653103 0.0 0.1 0.0 0.00
C 2.668194 0.297982 2.478433 0.2 -0.2 0.2 0.00
C 3.611264 1.184576 3.297988 0.0 -0.1 0.0 0.00
P 2.864382 0.656611 0.677801 -0.4 0.0 -0.2 0.01
O 2.558664 2.222410 0.590354 0.1 0.3 0.1 0.01
O 4.209582 0.244257 0.276653 -0.1 -0.2 0.0 0.00
O 1.585449 0.077343 0.004965 0.3 0.3 0.1 0.04
P 0.978374 0.261555 3.263050 -0.2 0.0 -0.5 0.01
O 0.687207 1.801110 3.520996 0.0 0.1 0.1 0.02
O 1.111238 -0.582820 4.456872 0.0 -0.2 -0.1 0.00
O -0.028371 -0.129917 2.129967 0.3 0.8 0.7 0.07
H 4.184245 -1.151272 2.589067 0.0 0.0 0.0 0.00
H 2.804990 -1.768288 1.932893 -0.1 0.0 0.0 0.00
H 2.837650 -1.471475 3.572699 0.0 0.0 0.1 0.00
H 4.624012 1.133936 2.892551 0.0 0.0 0.0 0.00
H 3.627687 0.872436 4.343911 0.0 0.0 0.0 0.00
H 3.270162 2.215581 3.256063 0.0 0.0 0.0 0.00
H 3.333648 2.788947 0.469510 0.0 0.0 0.0 0.00
H 0.646869 2.069082 4.449135 0.0 0.0 0.0 0.00
Cl -1.900955 3.717383 2.684652 0.1 -0.1 -0.1 0.01
C -1.170309 4.120018 1.173247 -0.1 0.4 0.0 0.02
C -0.681753 3.112287 0.358988 0.1 -0.3 0.3 0.01
C -0.194828 3.479502 -0.868392 0.0 0.1 -0.6 0.03
Cl 0.273786 2.070597 -1.843460 -0.1 0.2 0.0 0.02
C -0.089069 4.768872 -1.350706 -0.1 -0.1 0.1 0.00
Cl 0.566894 5.081002 -2.895712 0.0 0.1 0.0 0.00
C -0.563848 5.772579 -0.502414 0.0 0.0 0.0 0.02
Cl -0.482459 7.399455 -1.014668 0.0 0.0 0.0 0.01
C -1.120423 5.449490 0.747412 0.0 0.0 0.0 -0.01
Cl -1.730360 6.699370 1.744645 0.0 0.0 0.0 0.00
C -3.127829 -0.498910 1.643068 -0.2 0.0 0.2 0.00
Si -2.388688 0.038794 0.037189 0.4 0.0 -0.2 0.00
C -2.058535 -1.390022 -1.100272 -0.1 -0.2 -0.1 0.00
C -3.423908 1.338654 -0.790303 -0.2 0.1 -0.1 0.00
H -4.187223 -0.711053 1.469322 0.0 -0.1 0.1 0.00
H -3.066855 0.272190 2.412941 0.0 0.0 0.0 0.00
H -2.644444 -1.397556 2.024768 0.0 0.0 0.0 0.00
H -3.014815 -1.869685 -1.331535 0.1 -0.1 0.0 0.00
H -1.408008 -2.140067 -0.648766 0.0 0.0 0.0 0.00
H -1.610902 -1.066417 -2.041359 0.0 0.0 0.0 0.00
H -4.380077 0.881536 -1.064655 0.0 0.1 0.0 0.00
H -2.961307 1.720552 -1.701422 0.0 0.0 0.0 0.00
H -3.629709 2.178246 -0.124183 0.0 0.0 0.0 0.00
```
Forces are in eV/Å.

## Properties
E_tot ... -4275.79458 Eh
LUMO energy (spin up / spin down) ... -4.302 / -3.907 eV
Spin multiplicity ... 3
F_max ... 1.145 eV/Å
<S²> ... 2.02
Total charge ... +1

# 4
The following is a DFT calculation (ωB97M-V/def2-TZVPD) of a molecular structure, C11H17Cl8FO6 at a distorted geometry.

XYZ file:
```
43
Properties=species:S:1:pos:R:3:forces:R:3:mulliken_charge:R:1
C -0.424557 1.153032 -2.868845 0.7 -0.2 -0.8 -1.42
C 0.860043 1.304346 -2.004634 -0.6 0.1 0.6 0.50
C 0.624553 1.534946 -0.527132 2.7 0.7 0.0 -2.34
O 0.731620 0.236041 0.089668 8.2 -1.7 -8.0 0.89
C 1.575484 -0.468326 -0.723302 -1.9 -0.7 0.7 -0.63
O 2.089936 -1.537502 -0.390834 -1.6 1.0 -5.2 -0.59
O 1.522604 0.075213 -1.923739 2.0 -2.4 -1.7 -0.37
H -0.658024 2.015657 -3.492914 0.2 0.2 0.2 0.38
H -1.341058 0.847860 -2.363887 0.5 0.0 -0.2 0.38
H -0.224158 0.341196 -3.568028 0.1 0.0 -0.1 0.45
H 1.625979 1.969613 -2.403210 -0.6 0.4 -0.3 0.44
H -0.391931 1.925524 -0.479022 7.3 -0.1 1.1 1.52
H 1.424804 2.090723 -0.038448 -0.1 0.5 -0.4 0.65
C -0.364493 -0.322625 1.785455 -2.9 0.2 3.4 1.12
Cl -1.208654 -0.131796 3.356787 0.1 -0.2 -0.1 -0.27
Cl 0.574430 -1.849255 1.702590 -2.5 6.9 6.5 -0.25
H -1.107906 -0.432335 0.995895 1.6 1.3 4.2 -0.24
H 0.272747 0.541996 1.599797 -4.4 -1.1 1.5 -0.16
C 1.671292 -3.936086 2.257568 0.9 -0.8 0.2 -0.03
Cl 2.949294 -2.585390 2.253163 -1.4 -7.7 1.6 -0.13
Cl 1.985616 -5.245764 1.113927 0.1 0.1 0.0 -0.20
H 1.472012 -4.366263 3.239061 0.8 0.1 0.1 0.43
H 0.738042 -3.423856 2.023547 0.6 -2.7 0.1 0.11
C -0.380260 -2.369848 -0.520200 -1.3 -0.8 -1.9 1.54
Cl -0.730052 -3.956933 -1.160140 -0.3 -0.4 -0.6 -0.23
Cl -1.763164 -1.651184 0.338931 -5.8 -9.7 -3.1 -0.34
H 0.342593 -2.488669 0.286935 -0.9 -0.9 -3.1 -0.71
H -0.030672 -1.709992 -1.314226 -0.7 -0.3 -0.1 0.05
C 3.106988 -0.296261 1.271064 2.1 3.6 1.0 0.18
Cl 1.721448 0.684239 1.886886 11.0 2.8 6.6 -0.27
Cl 4.191582 -0.748454 2.571685 2.8 4.1 0.3 -0.24
H 2.807396 -1.133526 0.640728 0.7 0.4 2.3 0.00
H 3.601773 0.380468 0.574410 0.5 0.2 0.2 0.41
C -3.667162 2.328156 -0.296009 -2.5 2.1 -2.2 -0.77
C -2.496069 3.316585 -0.570582 -3.2 0.1 0.5 0.35
O -1.448592 2.477207 -0.552776 -3.4 2.2 -1.1 0.13
C -1.813027 1.192711 -0.386365 -0.3 -3.9 1.5 -0.24
O -1.027480 0.294598 -0.215817 -9.3 6.4 -6.0 -0.33
O -3.101566 1.078373 -0.310441 -0.7 -1.1 0.7 -0.47
F -2.306754 4.195206 0.408880 0.0 1.1 0.6 -0.31
H -4.307783 2.388371 -1.175813 0.1 -0.1 -0.5 0.29
H -4.465955 2.484740 0.428916 1.1 0.1 1.1 0.41
H -2.630917 3.797265 -1.539527 0.3 0.3 0.2 0.34
```
Forces are in eV/Å.

## Properties
E_tot ... -4661.23978 Eh
LUMO energy ... -0.196 eV
F_max ... 13.108 eV/Å
Total charge ... 0
Relative energy (zero: lowest compared OMol25 entry of this formula, charge and spin) ... 2511.93 kJ/mol

Q: Which formula does entry 4 have?
A: C11H17Cl8FO6

Q: E_tot of number 4 (C11H17Cl8FO6)?
A: -4661.23978 Eh

Q: E_tot of number 1 (C11H17BN6Pt)?
A: -901.13914 Eh

Q: What is the F_max in the first record?
A: 17.097 eV/Å